No. 1
Computed, not measured: a structure of composition C25H30N5PbSi, with the ωB97M-V functional and the def2-TZVPD basis.

calculated total energy: -46957.436 eV
M: 635.8 g/mol
HOMO energy (spin up / spin down): -15.912 / -15.992 eV

The geometry in ORCA input format:
```
! RIJCOSX wB97M-V def2-TZVPD def2/J DEFGRID3
* xyz 3 1
Pb -3.5221 -15.9056 -9.0497
Si -1.2912 -16.9092 -7.9871
N -0.7862 -15.5804 -10.4348
N -5.2492 -14.3717 -7.8471
N -7.2147 -13.3561 -7.5997
N -6.2843 -15.9639 -10.1995
N -8.2068 -14.8603 -9.9539
C 1.2224 -19.8384 -7.5311
C 0.8492 -20.7496 -10.1382
C -0.3339 -16.7157 -9.6594
C -6.3533 -12.8788 -6.6128
C -8.3855 -15.7284 -11.0265
C -7.2046 -16.3972 -11.1385
C -0.8104 -13.1789 -10.8535
C -0.2390 -20.1763 -9.4441
C -1.1353 -18.7758 -7.5669
C -6.4720 -14.2566 -8.3367
C 2.0841 -20.8586 -9.5346
C -5.1510 -13.5333 -6.7473
C -0.3055 -14.7646 -12.7711
C -0.2618 -14.3265 -10.0102
C 0.8135 -16.6873 -6.2949
C -0.0479 -19.6276 -8.1725
C 1.6327 -16.0733 -5.3326
C 0.1962 -14.1550 -5.3472
C -0.3306 -13.3269 -12.3276
C -0.7125 -14.8168 -6.1487
C -1.0982 -15.7250 -11.8631
C -0.3905 -16.1017 -6.6578
C 2.2831 -20.4229 -8.2226
C -6.9467 -15.0414 -9.4754
C 1.3684 -14.7723 -4.9106
H -1.9014 -13.1506 -10.7104
H 0.7199 -12.9307 -12.3643
H -0.4141 -14.1360 -8.9244
H -8.8804 -14.1738 -9.6027
H 0.8732 -14.2982 -10.0949
H -8.1898 -13.0864 -7.6978
H -2.1859 -15.6374 -12.0385
H -2.0845 -19.0882 -7.9786
H 1.2258 -17.5844 -6.7806
H 2.9416 -21.2537 -10.0566
H -1.2239 -20.3181 -9.8647
H -1.2183 -18.8494 -6.4415
H -0.4808 -17.6610 -10.2382
H -4.2559 -13.4263 -6.0955
H 2.4754 -16.6088 -4.8904
H -1.6256 -14.3272 -6.5172
H 0.6845 -21.1201 -11.1526
H 0.7772 -15.0992 -12.7815
H 0.7616 -16.7047 -9.4932
H -0.8847 -16.7621 -12.2659
H -0.0581 -13.1701 -5.0468
H -0.7737 -14.8371 -13.7277
H 3.2838 -20.4887 -7.7366
H -0.4324 -12.1924 -10.5336
H 2.0798 -14.2453 -4.2453
H -6.6715 -12.1538 -5.8747
H -6.9625 -17.2454 -11.7788
H 1.3138 -19.5825 -6.4380
H -9.3084 -15.8578 -11.5899
H -0.9453 -12.7318 -13.0030
*
```

Charge distribution, natural (NBO) scheme, values in e: number 1, Pb, carries 1.64; number 2, Si, carries 1.15; number 3, N, carries -0.30; number 4, N, carries -0.62; number 5, N, carries -0.48; number 6, N, carries -0.51; number 7, N, carries -0.47; number 8, C, carries -0.22; number 9, C, carries -0.19; number 10, C, carries -0.62; number 11, C, carries -0.01; number 12, C, carries -0.04; number 13, C, carries -0.07; number 14, C, carries -0.42; number 15, C, carries -0.25; number 16, C, carries -0.89; number 17, C, carries 0.34; number 18, C, carries -0.18; number 19, C, carries -0.10; number 20, C, carries -0.42; number 21, C, carries -0.28; number 22, C, carries -0.21; number 23, C, carries -0.05; number 24, C, carries -0.16; number 25, C, carries -0.20; number 26, C, carries -0.41; number 27, C, carries -0.20; number 28, C, carries -0.25; number 29, C, carries -0.50; number 30, C, carries -0.18; number 31, C, carries 0.28; number 32, C, carries -0.11; number 33, H, carries 0.19; number 34, H, carries 0.24; number 35, H, carries 0.24; number 36, H, carries 0.44; number 37, H, carries 0.26; number 38, H, carries 0.46; number 39, H, carries 0.21; number 40, H, carries 0.24; number 41, H, carries 0.25; number 42, H, carries 0.25; number 43, H, carries 0.22; number 44, H, carries 0.28; number 45, H, carries 0.29; number 46, H, carries 0.25; number 47, H, carries 0.26; number 48, H, carries 0.19; number 49, H, carries 0.24; number 50, H, carries 0.23; number 51, H, carries 0.33; number 52, H, carries 0.25; number 53, H, carries 0.24; number 54, H, carries 0.26; number 55, H, carries 0.25; number 56, H, carries 0.27; number 57, H, carries 0.27; number 58, H, carries 0.27; number 59, H, carries 0.25; number 60, H, carries 0.23; number 61, H, carries 0.28; number 62, H, carries 0.25

No. 2
Computed, not measured: a cluster of 12 separate species, C50H119N5O12 in total, with the ωB97M-V functional and the def2-TZVPD basis.

calculated total energy: -85790.093 eV
M: 982.5 g/mol
SMILES: CC1(C)CCCC(C)(C)N1O.CC1(C)CCCC(C)(C)N1O.CC1(C)CCCC(C)(C)N1O.CC1(C)CCCC(C)(C)N1O.CC1(C)CCCC(C)(C)N1O.CO.CO.CO.CO.CO.O.O
HOMO energy: -7.844 eV

The geometry in ORCA input format:
```
! RIJCOSX wB97M-V def2-TZVPD def2/J DEFGRID3
* xyz 0 1
O 3.6708 -3.6325 -1.2397
O -5.7390 -1.7011 -5.2465
O -4.2849 -3.2879 6.0901
O 2.5968 6.5820 5.2695
O 4.5920 0.7980 6.1838
O -0.4403 2.5997 -3.2109
O 4.6138 -0.8923 -1.6121
O -1.0826 -8.5917 1.1931
O 6.0204 5.0173 1.9480
O 2.3977 0.7003 -1.0778
O 1.1045 5.6923 -2.5157
O 6.3183 2.6018 3.8825
N 1.9177 0.7864 0.2383
N -3.3450 -2.2341 5.9601
N -0.6746 -7.2920 0.8372
N -4.7971 -2.6874 -4.8353
N 1.7546 6.8719 -2.9466
C -2.2779 -7.0399 -1.0755
C 1.1244 -5.8121 0.0161
C 2.0899 2.1460 0.8064
C -1.7523 -6.4780 0.2928
C -1.1992 -1.3620 5.3348
C 1.1042 3.1634 0.1962
C -3.6711 -1.3447 -3.1308
C -6.4192 -4.4341 -5.2513
C 1.5232 6.2215 -5.3337
C -3.9993 -0.9344 6.0006
C 1.8184 1.9986 2.3043
C -3.0281 0.2515 6.0285
C -0.5330 0.5231 -0.3409
C -2.4274 -3.1951 -4.2405
C -2.8672 -4.5498 -3.6438
C 3.2527 6.7045 -0.9613
C 1.1173 -1.4204 0.0968
C 3.9783 5.7682 -3.1225
C -2.1472 -2.5852 5.2059
C 0.0570 -4.9217 -0.6492
C 5.0551 -0.4897 -2.8910
C 0.6714 -7.2595 0.2350
C 6.3771 5.6086 0.7077
C -4.2569 -4.9238 -4.2338
C 3.7286 8.2855 -2.8650
C 0.3200 0.0502 1.9932
C -1.4286 -3.6646 5.9643
C 0.7519 -7.9796 -1.1472
C -2.9686 -1.1903 -5.5327
C 1.3187 7.3357 -4.2771
C 1.5655 -7.9182 1.2600
C 2.0264 8.6748 -4.6216
C -3.5206 -2.0985 -4.4393
C 0.6865 0.0077 0.4977
C -4.8783 -0.7252 4.7384
C -5.3782 -3.8867 -4.2532
C -5.9660 -3.7265 -2.8444
C -1.8203 0.0123 5.1093
C -4.7157 -0.7713 7.3698
C -1.3660 3.5027 -3.7965
C 3.1442 6.9181 -2.4823
C 3.5310 8.6537 -4.3350
C 3.5547 2.5834 0.7302
C -0.1653 7.6529 -4.1981
C -1.2940 -5.0644 0.0255
C 0.5297 1.3587 2.7159
C 2.1659 5.8393 4.1320
C -2.2906 -2.9404 3.7178
C -2.8807 -6.4765 1.3372
C 3.2596 1.2495 6.3213
H 3.5779 4.7931 -2.8244
H -1.0047 4.5327 -3.7234
H 1.3461 -5.4228 1.0154
H 2.2010 4.7751 4.3811
H -6.5877 -4.5679 -2.5404
H -4.9516 -3.0768 5.4190
H 2.1081 -1.7133 0.4317
H 7.1208 2.3356 3.4224
H -0.3989 -3.8457 5.6327
H -0.2421 1.1503 -1.1841
H -5.2352 -3.4872 -2.0725
H -1.9130 -0.9263 -5.5197
H 1.8742 8.7820 -5.6983
H 0.6484 5.9845 -1.7189
H 0.0877 -8.8473 -1.1774
H -3.5286 -5.5972 1.3582
H 2.9075 6.0831 3.3644
H 0.5715 1.1593 3.7878
H -1.8592 -4.6664 5.8977
H 2.1406 2.8415 2.9189
H 1.3945 4.2104 0.3196
H -2.6082 0.5849 6.9816
H 0.3586 -2.1679 0.3429
H -5.3911 0.2316 4.6615
H -1.3608 -3.3511 3.3209
H 5.8130 -1.1918 -3.2348
H -4.9613 0.2651 7.5905
H 0.0842 2.9121 0.4806
H 2.5917 6.0335 -5.4060
H -1.2282 -4.5106 0.9728
H -2.0958 -4.5757 -0.5335
H 1.5550 9.5208 -4.1267
H -1.2135 0.9189 5.0932
H 5.7947 3.0581 3.2125
H 0.8993 5.3427 -5.2183
H -2.7509 -0.8952 -2.7439
H -3.1909 -1.6018 -6.5194
H 3.0401 2.1861 5.8020
H 0.4765 -7.3865 -2.0161
H -2.1619 -0.0129 4.0626
H 4.9629 5.7231 -2.6409
H 2.9363 1.4299 7.3483
H -1.2928 -3.3380 6.9944
H -3.3038 -6.6934 -1.2392
H -1.7643 -6.7352 -1.9863
H 4.8984 1.0070 5.2946
H -0.7152 6.7620 -3.8725
H 1.8479 1.3583 -1.5455
H -1.6794 -2.7899 -3.5564
H 5.7473 5.2622 -0.1066
H -6.6235 -2.8479 -2.7834
H -5.9888 -4.5133 -6.2474
H 4.2330 -0.4764 -3.6162
H 4.1284 5.7186 -4.1977
H -0.2821 2.0737 2.5302
H 4.7281 8.3873 -2.4437
H -2.2519 -5.4144 -3.8749
H -6.0754 -1.3971 -4.3853
H 0.2528 2.3900 -3.8430
H -2.5759 -2.1527 3.0150
H -2.2373 3.5332 -3.1390
H -1.0867 1.1086 0.3927
H 4.2570 1.7777 0.9329
H -2.3911 -6.3438 2.3166
H 1.0654 -0.6726 2.3664
H 3.0256 5.6553 -0.7883
H 5.4768 0.5200 -2.8790
H -4.5980 -5.8375 -3.7441
H 2.5529 1.2546 2.6568
H -1.9694 -3.3711 -5.2149
H -3.0795 -3.6918 3.6109
H 3.6781 3.3940 1.4507
H 2.6097 0.4355 5.9793
H -7.2705 -3.7547 -5.2825
H 3.7935 3.0320 -0.2383
H -3.0196 -4.4259 -2.5683
H -1.5504 -8.4423 2.0229
H 7.4414 5.7337 0.5001
H -5.6193 -1.3878 7.3646
H 2.8764 -3.1004 -1.3464
H 4.1280 -0.1659 -1.1961
H -1.7052 3.2357 -4.7954
H -3.9912 -5.0889 -5.2830
H -0.0499 -5.2378 -1.6951
H 0.3084 -3.8717 -0.7810
H 3.8922 9.6783 -4.4560
H -4.2773 -0.9703 3.8674
H 0.9658 3.1882 -0.8977
H 2.6149 -7.8034 0.9751
H 1.4206 -7.4624 2.2420
H 4.3768 -3.0611 -1.5629
H -2.3130 -8.1299 -1.0513
H -0.6589 -1.3447 6.2852
H -3.5353 -0.2547 -5.4786
H -3.4468 1.1802 5.6312
H -6.7358 -5.4318 -4.9454
H -0.5656 -0.5028 2.3132
H -1.2053 -0.2225 -0.7688
H -0.6619 7.9389 -5.1248
H 2.5659 7.3707 -0.4338
H 1.1795 6.0721 3.7410
H -3.4823 -7.3588 1.5617
H 1.4140 -8.9796 1.4582
H -4.0910 -1.1513 8.1760
H 3.0954 9.0058 -2.3318
H 6.0672 6.6648 0.7669
H 4.2424 7.0408 -0.6601
H -4.4759 -0.6074 -3.1463
H -3.8538 -2.0401 -2.3055
H 1.2651 6.7291 -6.2700
H -0.3991 -1.4296 4.5897
H 4.1186 8.0328 -5.0122
H -0.3753 8.3738 -3.4048
H 2.0312 -5.7521 -0.5844
H -5.7075 -1.4405 4.8149
H 6.3600 5.6090 2.6255
H 1.0643 -1.4442 -0.9970
H 1.7691 -8.3668 -1.2248
H 3.4834 6.3225 5.5208
*
```

Results of the Mulliken charge analysis, in e, for atoms 1 through 99: number 1, O, carries -0.59; number 2, O, carries -0.47; number 3, O, carries -0.48; number 4, O, carries -0.56; number 5, O, carries -0.53; number 6, O, carries -0.28; number 7, O, carries -0.52; number 8, O, carries -0.48; number 9, O, carries -0.37; number 10, O, carries -0.14; number 11, O, carries -0.23; number 12, O, carries -0.64; number 13, N, carries 0.47; number 14, N, carries 0.32; number 15, N, carries 0.40; number 16, N, carries 0.13; number 17, N, carries 0.09; number 18, C, carries -2.03; number 19, C, carries -1.50; number 20, C, carries 2.30; number 21, C, carries 2.14; number 22, C, carries -1.33; number 23, C, carries -1.48; number 24, C, carries -1.67; number 25, C, carries -1.93; number 26, C, carries -1.42; number 27, C, carries 1.24; number 28, C, carries -1.57; number 29, C, carries -1.80; number 30, C, carries -1.42; number 31, C, carries -1.82; number 32, C, carries 1.18; number 33, C, carries -1.87; number 34, C, carries -2.52; number 35, C, carries -1.56; number 36, C, carries 2.18; number 37, C, carries 0.22; number 38, C, carries -0.65; number 39, C, carries 1.95; number 40, C, carries -0.61; number 41, C, carries -1.84; number 42, C, carries -1.32; number 43, C, carries -2.10; number 44, C, carries -2.07; number 45, C, carries -1.84; number 46, C, carries -2.13; number 47, C, carries 1.33; number 48, C, carries -2.00; number 49, C, carries -1.13; number 50, C, carries 2.09; number 51, C, carries 2.67; number 52, C, carries -1.50; number 53, C, carries 1.75; number 54, C, carries -1.51; number 55, C, carries -0.09; number 56, C, carries -1.91; number 57, C, carries -0.48; number 58, C, carries 1.94; number 59, C, carries -0.68; number 60, C, carries -2.17; number 61, C, carries -1.82; number 62, C, carries -0.13; number 63, C, carries -0.72; number 64, C, carries -0.17; number 65, C, carries -2.12; number 66, C, carries -2.20; number 67, C, carries -0.25; number 68, H, carries 0.27; number 69, H, carries -0.06; number 70, H, carries 0.26; number 71, H, carries -0.06; number 72, H, carries 0.42; number 73, H, carries 0.39; number 74, H, carries 0.43; number 75, H, carries 0.30; number 76, H, carries 0.37; number 77, H, carries 0.07; number 78, H, carries 0.22; number 79, H, carries 0.33; number 80, H, carries 0.39; number 81, H, carries 0.35; number 82, H, carries 0.35; number 83, H, carries 0.41; number 84, H, carries 0.18; number 85, H, carries 0.35; number 86, H, carries 0.37; number 87, H, carries 0.15; number 88, H, carries 0.36; number 89, H, carries 0.41; number 90, H, carries 0.29; number 91, H, carries 0.42; number 92, H, carries 0.55; number 93, H, carries 0.27; number 94, H, carries 0.37; number 95, H, carries 0.20; number 96, H, carries 0.41; number 97, H, carries -0.60; number 98, H, carries 0.19; number 99, H, carries 0.36

No. 3
Computed, not measured: the molecule C13H18N2S2, with the ωB97M-V functional and the def2-TZVPD basis.

calculated total energy: -38421.571 eV
ΔE to the lowest compared entry with this formula, charge and spin: 43.7 kcal per mole
M: 266.4 g/mol
SMILES: CCNC1(c2cc(N=C=S)cs2)CCCCC1
HOMO energy: -8.371 eV

The geometry in ORCA input format:
```
! RIJCOSX wB97M-V def2-TZVPD def2/J DEFGRID3
* xyz 0 1
S 2.6721 1.6283 -0.3387
S -1.2705 6.3212 1.6301
N -0.7705 0.0531 1.0493
N 0.9794 4.9023 0.9713
C 0.0374 -0.5883 -1.1303
C 0.4809 2.5347 0.4338
C 1.0353 1.3166 0.0431
C -0.8248 0.2784 2.4555
C 0.4456 -0.0463 0.2907
C -0.1433 5.3905 1.1675
C 2.5003 -1.6959 0.2886
C 2.6622 3.3190 0.2974
C 1.3633 3.6549 0.5090
C -2.3013 0.7077 2.6416
C 2.0090 -2.3009 -1.0002
C 1.4000 -0.9614 0.9657
C 1.0726 -1.4292 -1.8954
H 2.8841 -2.3693 1.0292
H -3.0588 -0.0366 2.3017
H 1.4798 -3.1878 -0.7981
H -0.3345 0.2334 -1.7409
H 0.6143 -1.7982 -2.7986
H -0.5134 -0.5592 3.0578
H 2.8765 -2.7413 -1.5959
H -2.4447 0.8458 3.7716
H 0.6879 -1.7123 1.4493
H -2.4013 1.6653 2.1489
H -0.8111 -1.2423 -0.9784
H -1.4525 0.6245 0.5367
H 3.3106 -0.9842 0.1138
H 1.8675 -0.4623 1.8588
H -0.4850 2.6869 0.8522
H 3.4030 4.0802 0.4312
H -0.3151 1.1208 2.7932
H 1.8660 -0.7271 -2.2903
*
```

Charge distribution, natural (NBO) scheme, values in e: number 1, S, carries 0.41; number 2, S, carries 0.10; number 3, N, carries -0.63; number 4, N, carries -0.46; number 5, C, carries -0.39; number 6, C, carries -0.29; number 7, C, carries -0.17; number 8, C, carries -0.21; number 9, C, carries 0.07; number 10, C, carries 0.20; number 11, C, carries -0.41; number 12, C, carries -0.39; number 13, C, carries 0.07; number 14, C, carries -0.60; number 15, C, carries -0.40; number 16, C, carries -0.41; number 17, C, carries -0.40; number 18, H, carries 0.22; number 19, H, carries 0.22; number 20, H, carries 0.20; number 21, H, carries 0.21; number 22, H, carries 0.23; number 23, H, carries 0.19; number 24, H, carries 0.21; number 25, H, carries 0.21; number 26, H, carries 0.22; number 27, H, carries 0.20; number 28, H, carries 0.21; number 29, H, carries 0.37; number 30, H, carries 0.20; number 31, H, carries 0.22; number 32, H, carries 0.21; number 33, H, carries 0.25; number 34, H, carries 0.17; number 35, H, carries 0.19

Question: Which of these has the lowest calculated total energy?
Answer: C50H119N5O12

Question: The lowest M belongs to which entry?
Answer: C13H18N2S2